[1]
Formula: C19H48BN10O6
Source: the Open Molecules 2025 dataset
Level of theory: ωB97M-V/def2-TZVPD

The net charge is +1. The LUMO energy comes out at -5.09 eV.

Cartesian coordinates (Å):
N (-1.570, -0.717, -0.649)
C (-2.840, -1.409, -0.803)
C (-3.330, -1.297, -2.243)
N (-4.799, -0.853, -2.209)
C (-5.107, -1.196, -3.522)
N (-5.555, -0.293, -4.379)
N (-4.747, -2.505, -3.856)
C (-3.426, -2.615, -3.102)
B (-2.278, -2.729, -4.229)
N (-1.560, -3.966, -4.401)
O (-2.009, -1.616, -4.992)
H (-1.332, -0.703, 0.345)
H (-1.691, 0.242, -0.955)
H (-3.622, -0.960, -0.178)
H (-2.740, -2.451, -0.501)
H (-2.843, -0.522, -2.835)
H (-5.268, -1.618, -1.708)
H (-6.390, -0.413, -4.937)
H (-5.082, 0.602, -4.427)
H (-5.416, -3.206, -3.548)
H (-3.336, -3.502, -2.477)
H (-1.994, -4.601, -5.063)
H (-0.615, -3.806, -4.738)
H (-2.833, -1.122, -5.106)
C (-0.508, 0.759, 4.263)
C (-0.323, 0.470, 2.799)
O (-1.024, -0.341, 2.197)
N (0.659, 1.140, 2.148)
C (1.568, 2.127, 2.697)
H (-1.326, 0.150, 4.634)
H (0.386, 0.519, 4.832)
H (-0.748, 1.808, 4.429)
H (0.749, 0.903, 1.173)
H (1.459, 3.081, 2.179)
H (2.603, 1.797, 2.593)
H (1.354, 2.281, 3.749)
C (-0.012, 0.701, -5.603)
C (-0.855, 1.957, -5.632)
O (-1.484, 2.319, -4.641)
N (-0.919, 2.645, -6.791)
C (-0.261, 2.351, -8.054)
H (-0.096, 0.279, -4.607)
H (-0.421, -0.003, -6.329)
H (1.036, 0.890, -5.829)
H (-1.506, 3.464, -6.745)
H (0.395, 3.173, -8.340)
H (-0.998, 2.200, -8.841)
H (0.338, 1.450, -7.963)
C (1.055, 1.235, 9.267)
C (1.169, 1.595, 7.803)
O (0.233, 1.439, 7.029)
N (2.354, 2.100, 7.382)
C (3.550, 2.345, 8.171)
H (0.055, 0.848, 9.441)
H (1.786, 0.474, 9.540)
H (1.214, 2.110, 9.897)
H (2.375, 2.326, 6.401)
H (3.816, 3.402, 8.138)
H (4.384, 1.766, 7.776)
H (3.405, 2.057, 9.204)
C (6.621, -0.286, 11.679)
C (6.364, 0.559, 10.452)
O (5.420, 1.331, 10.390)
N (7.229, 0.431, 9.413)
C (8.392, -0.428, 9.314)
H (5.848, -0.063, 12.408)
H (6.586, -1.349, 11.437)
H (7.594, -0.058, 12.114)
H (7.009, 1.023, 8.628)
H (9.296, 0.164, 9.160)
H (8.290, -1.120, 8.477)
H (8.513, -1.006, 10.224)
C (-2.171, -1.343, -10.727)
C (-2.617, -0.320, -9.712)
O (-2.646, 0.873, -9.953)
N (-2.991, -0.777, -8.481)
C (-3.016, -2.141, -7.983)
H (-1.909, -0.818, -11.640)
H (-1.299, -1.893, -10.371)
H (-2.969, -2.054, -10.943)
H (-3.276, -0.034, -7.862)
H (-4.032, -2.412, -7.681)
H (-2.355, -2.212, -7.120)
H (-2.685, -2.836, -8.747)


[2]
Formula: C19H48N3O16Y
Source: the Open Molecules 2025 dataset
Level of theory: ωB97M-V/def2-TZVPD

The LUMO energy comes out at -3.69 eV.

Cartesian coordinates (Å):
Y (1.827, 3.464, -0.627)
O (-0.871, -1.256, -0.437)
C (-0.319, -0.026, -0.396)
O (0.338, 0.383, -1.347)
O (-0.408, 0.800, 0.571)
H (-1.199, -1.225, 0.465)
O (5.892, 0.549, 1.501)
C (5.014, 1.368, 0.975)
O (4.516, 1.350, -0.174)
O (4.440, 2.225, 1.612)
H (6.133, 0.922, 2.352)
O (-0.776, 7.285, 2.101)
C (-0.081, 6.421, 1.458)
O (0.323, 5.352, 1.897)
O (0.515, 6.715, 0.401)
H (-1.012, 6.727, 2.846)
C (1.227, 4.756, -5.918)
C (0.828, 4.690, -4.403)
C (-0.645, 4.414, -4.170)
O (-0.788, 4.191, -2.744)
C (-2.164, 4.119, -2.398)
N (1.698, 3.727, -3.839)
H (2.164, 5.290, -6.079)
H (0.533, 5.333, -6.529)
H (1.221, 3.743, -6.320)
H (1.167, 5.612, -3.931)
H (-0.989, 3.607, -4.816)
H (-1.249, 5.260, -4.496)
H (-2.554, 3.128, -2.631)
H (-2.653, 4.928, -2.940)
H (-2.336, 4.329, -1.342)
H (1.393, 2.823, -4.173)
H (2.559, 3.863, -4.350)
C (0.246, 0.555, 7.222)
C (1.479, 0.161, 6.362)
C (1.025, -1.114, 5.497)
O (0.624, -2.291, 6.102)
C (1.610, -2.864, 6.982)
N (1.745, 1.354, 5.583)
H (0.390, 1.371, 7.931)
H (-0.022, -0.297, 7.847)
H (-0.528, 0.864, 6.520)
H (2.360, -0.045, 6.969)
H (1.845, -1.472, 4.874)
H (0.340, -0.764, 4.725)
H (1.133, -3.660, 7.553)
H (1.902, -2.136, 7.740)
H (2.459, -3.137, 6.355)
H (2.500, 1.223, 4.925)
H (0.980, 1.457, 4.930)
C (-3.797, -1.698, -4.931)
C (-2.711, -2.451, -5.746)
C (-1.276, -2.469, -5.140)
O (-0.372, -3.201, -5.939)
C (0.953, -2.702, -5.605)
N (-3.080, -3.870, -5.834)
H (-3.431, -0.681, -4.789)
H (-4.099, -2.201, -4.013)
H (-4.638, -1.585, -5.615)
H (-2.619, -2.098, -6.773)
H (-1.224, -2.930, -4.154)
H (-1.057, -1.401, -5.164)
H (1.728, -3.311, -6.070)
H (1.130, -2.815, -4.535)
H (1.191, -1.644, -5.717)
H (-2.988, -4.166, -4.873)
H (-2.229, -4.257, -6.216)
C (2.021, -5.234, 1.263)
C (1.889, -5.630, -0.234)
O (2.914, -6.515, -0.691)
O (1.686, -6.259, 2.159)
H (1.428, -4.334, 1.430)
H (3.036, -4.885, 1.453)
H (2.024, -4.817, -0.946)
H (0.896, -6.004, -0.486)
H (3.774, -6.127, -0.515)
H (2.402, -6.440, 2.773)
C (-3.798, -1.064, 3.751)
C (-4.234, 0.345, 3.446)
O (-3.205, 1.344, 3.448)
O (-3.040, -1.760, 2.798)
H (-4.686, -1.662, 3.956)
H (-3.245, -1.111, 4.689)
H (-5.010, 0.749, 4.096)
H (-4.828, 0.353, 2.532)
H (-2.494, 1.103, 2.849)
H (-2.839, -2.646, 3.109)


[3]
Formula: C19H48N3O9P2S2
Source: the Open Molecules 2025 dataset
Level of theory: ωB97M-V/def2-TZVPD

The net charge is +1. The LUMO energy comes out at -3.42 eV.

Cartesian coordinates (Å):
C (3.357, 0.049, 1.391)
C (3.576, -1.116, 2.346)
S (2.121, -2.122, 2.798)
C (0.736, -0.959, 2.689)
C (-0.354, -1.198, 1.617)
P (-0.039, -2.597, 0.407)
O (0.088, -3.958, 1.223)
O (-1.466, -2.757, -0.326)
S (1.302, -2.095, -0.818)
C (-0.562, 0.039, 0.716)
C (-1.038, 1.242, 1.520)
P (-1.646, 2.508, 0.333)
O (-2.840, 2.065, -0.407)
N (-2.123, 0.877, 2.482)
C (-2.049, -0.324, 3.067)
N (-2.354, -0.527, 4.321)
N (-1.689, -1.443, 2.293)
H (3.069, 0.960, 1.918)
H (4.284, 0.264, 0.861)
H (2.606, -0.185, 0.635)
H (4.246, -1.845, 1.891)
H (4.049, -0.779, 3.266)
H (1.158, 0.034, 2.547)
H (0.263, -0.958, 3.672)
H (-0.130, -3.924, 2.161)
H (-2.207, -3.049, 0.217)
H (0.364, 0.325, 0.216)
H (-1.300, -0.212, -0.050)
H (-0.216, 1.657, 2.114)
H (-1.785, 3.652, 1.143)
H (-0.468, 2.732, -0.401)
H (-2.320, 1.631, 3.133)
H (-2.492, 0.224, 4.980)
H (-2.551, -1.465, 4.649)
H (-2.363, -1.453, 1.526)
C (-0.348, 0.371, -2.766)
O (0.779, 1.107, -2.324)
C (1.764, 1.301, -3.334)
C (1.681, 2.674, -3.960)
O (0.468, 2.857, -4.671)
C (-0.506, 3.603, -3.973)
H (-1.106, 0.467, -1.987)
H (-0.771, 0.757, -3.696)
H (-0.114, -0.690, -2.888)
H (1.671, 0.533, -4.107)
H (2.746, 1.186, -2.865)
H (2.503, 2.773, -4.673)
H (1.795, 3.448, -3.192)
H (-0.236, 4.664, -3.931)
H (-0.645, 3.231, -2.953)
H (-1.443, 3.502, -4.517)
C (-7.745, -1.098, 6.433)
O (-7.401, -2.468, 6.333)
C (-6.629, -2.795, 5.198)
C (-5.168, -2.977, 5.548)
O (-4.565, -1.765, 6.002)
C (-4.478, -1.685, 7.422)
H (-8.154, -0.943, 7.429)
H (-6.873, -0.452, 6.298)
H (-8.506, -0.830, 5.694)
H (-6.740, -2.032, 4.420)
H (-7.005, -3.742, 4.798)
H (-4.627, -3.306, 4.655)
H (-5.063, -3.754, 6.310)
H (-3.692, -2.344, 7.804)
H (-5.426, -1.953, 7.889)
H (-4.235, -0.654, 7.677)
C (6.840, 2.261, -7.297)
O (6.933, 0.877, -7.014)
C (6.623, 0.540, -5.677)
C (5.219, -0.008, -5.539)
O (4.233, 0.963, -5.848)
C (3.687, 0.829, -7.150)
H (6.898, 2.372, -8.378)
H (5.896, 2.683, -6.942)
H (7.670, 2.811, -6.841)
H (6.747, 1.410, -5.021)
H (7.332, -0.230, -5.355)
H (5.063, -0.321, -4.502)
H (5.101, -0.889, -6.178)
H (3.008, -0.028, -7.203)
H (4.470, 0.711, -7.902)
H (3.122, 1.737, -7.358)


[4]
Formula: C19H49Cl2N2O7P
Source: the Open Molecules 2025 dataset
Level of theory: ωB97M-V/def2-TZVPD

As for the SMILES: CC(=O)N(C)P(CN)/C(Cl)=C(/C)Cl.CCO.CCO.CCO.CCO.CCO.CCO. The LUMO energy comes out at 0.42 eV.

Cartesian coordinates (Å):
C (-3.653, 3.420, -2.476)
C (-2.366, 2.570, -2.000)
O (-2.536, 1.916, -0.934)
N (-1.103, 2.601, -2.719)
C (-1.265, 2.457, -4.198)
P (0.074, 1.424, -2.113)
C (-0.683, -0.344, -2.071)
N (-1.616, -0.579, -3.209)
C (0.533, 1.800, -0.294)
Cl (0.692, 0.337, 0.821)
C (0.747, 3.091, 0.205)
C (1.094, 3.399, 1.732)
Cl (0.612, 4.575, -0.872)
H (-3.384, 4.236, -3.223)
H (-4.200, 3.828, -1.559)
H (-4.300, 2.671, -3.060)
H (-0.797, 3.393, -4.671)
H (-0.665, 1.577, -4.629)
H (-2.332, 2.308, -4.549)
H (0.192, -1.068, -2.136)
H (-1.232, -0.399, -1.063)
H (-1.934, -1.562, -3.250)
H (-2.453, 0.015, -3.063)
H (1.419, 2.480, 2.314)
H (0.171, 3.822, 2.260)
H (1.951, 4.158, 1.833)
C (-2.402, -5.918, -2.369)
C (-1.593, -4.638, -2.435)
O (-1.967, -3.876, -3.579)
H (-2.249, -6.516, -3.268)
H (-2.120, -6.514, -1.498)
H (-3.472, -5.697, -2.311)
H (-0.528, -4.863, -2.513)
H (-1.752, -4.029, -1.538)
H (-2.908, -3.673, -3.499)
C (-4.046, -10.651, -1.968)
C (-4.235, -9.274, -2.573)
O (-2.996, -8.777, -3.065)
H (-3.319, -10.616, -1.153)
H (-4.991, -11.041, -1.581)
H (-3.656, -11.351, -2.713)
H (-4.604, -8.574, -1.821)
H (-4.954, -9.305, -3.398)
H (-2.679, -9.395, -3.736)
C (3.193, 7.289, 0.605)
C (2.742, 7.607, 2.017)
O (1.332, 7.789, 2.055)
H (2.910, 8.094, -0.078)
H (4.276, 7.153, 0.561)
H (2.709, 6.378, 0.243)
H (3.210, 8.529, 2.369)
H (3.012, 6.799, 2.705)
H (0.925, 6.967, 1.752)
C (0.053, 2.656, 5.906)
C (0.858, 3.939, 5.840)
O (0.484, 4.698, 4.696)
H (0.210, 2.057, 5.005)
H (0.336, 2.061, 6.778)
H (-1.018, 2.873, 5.962)
H (1.924, 3.717, 5.762)
H (0.696, 4.548, 6.735)
H (-0.458, 4.898, 4.775)
C (4.689, 1.909, 1.057)
C (4.290, 2.085, -0.395)
O (3.998, 0.823, -0.982)
H (5.564, 1.259, 1.138)
H (4.923, 2.873, 1.518)
H (3.884, 1.434, 1.625)
H (5.104, 2.540, -0.963)
H (3.407, 2.727, -0.482)
H (3.271, 0.431, -0.480)
C (1.184, -4.265, 2.589)
C (2.204, -3.151, 2.715)
O (2.287, -2.418, 1.499)
H (1.455, -4.942, 1.774)
H (1.116, -4.839, 3.516)
H (0.196, -3.860, 2.353)
H (3.193, -3.560, 2.930)
H (1.933, -2.463, 3.523)
H (1.412, -2.051, 1.319)


[5]
Formula: C19H49N6O9
Source: the Open Molecules 2025 dataset
Level of theory: ωB97M-V/def2-TZVPD

The energy relative to the best compared isomer or geometry (same formula, charge and spin) comes out at 0.0 kJ/mol. The net charge is +5. The LUMO energy comes out at -8.59 eV.

Cartesian coordinates (Å):
C (19.215, -21.956, 7.084)
C (19.139, -20.527, 7.648)
O (19.992, -20.045, 8.337)
N (17.838, -19.851, 7.372)
H (17.957, -19.329, 6.516)
H (17.082, -20.473, 7.122)
C (17.241, -19.189, 8.591)
H (19.310, -21.809, 6.008)
H (18.414, -22.635, 7.378)
H (20.123, -22.482, 7.378)
H (17.705, -18.204, 8.551)
H (17.368, -19.781, 9.498)
H (16.179, -19.007, 8.424)
C (21.405, -26.537, 13.876)
C (21.332, -25.017, 13.616)
O (21.758, -24.522, 12.642)
N (20.332, -24.269, 14.535)
H (19.401, -24.386, 14.160)
H (20.393, -24.686, 15.453)
C (20.766, -22.779, 14.568)
H (21.745, -26.751, 14.889)
H (22.113, -26.893, 13.128)
H (20.433, -27.006, 13.722)
H (20.151, -22.295, 13.809)
H (21.747, -22.455, 14.223)
H (20.585, -22.156, 15.444)
C (25.021, -12.008, 17.390)
C (24.601, -11.473, 18.749)
O (24.389, -12.175, 19.744)
N (24.593, -9.960, 18.914)
H (25.273, -9.763, 19.634)
H (24.961, -9.497, 18.095)
C (23.099, -9.488, 19.136)
H (24.133, -12.162, 16.776)
H (25.505, -12.983, 17.436)
H (25.716, -11.280, 16.972)
H (22.887, -9.430, 20.203)
H (22.445, -10.080, 18.495)
H (23.169, -8.457, 18.790)
C (14.038, -7.075, 19.564)
C (12.611, -7.108, 19.406)
O (11.893, -8.111, 19.138)
N (11.926, -5.810, 19.910)
H (11.504, -6.138, 20.767)
H (12.541, -5.065, 20.204)
C (10.878, -5.153, 18.970)
H (14.491, -8.048, 19.369)
H (14.357, -7.054, 20.606)
H (14.394, -6.148, 19.114)
H (10.514, -4.172, 19.276)
H (10.006, -5.761, 18.727)
H (11.543, -4.900, 18.144)
C (11.130, -19.139, 15.086)
C (11.361, -18.869, 16.539)
O (10.769, -18.083, 17.228)
N (12.353, -19.836, 17.257)
H (12.462, -20.649, 16.668)
H (13.244, -19.370, 17.352)
C (11.868, -20.164, 18.600)
H (12.070, -19.171, 14.536)
H (10.648, -18.243, 14.695)
H (10.545, -20.050, 14.958)
H (12.449, -19.505, 19.245)
H (12.087, -21.229, 18.685)
H (10.828, -19.903, 18.798)
C (16.234, -9.723, 11.644)
C (16.993, -9.917, 10.280)
O (16.979, -9.182, 9.332)
N (18.002, -11.104, 10.230)
H (17.605, -11.730, 10.916)
H (18.004, -11.580, 9.339)
C (19.429, -10.688, 10.683)
H (15.924, -8.694, 11.825)
H (16.811, -10.129, 12.474)
H (15.328, -10.323, 11.557)
H (19.926, -11.659, 10.683)
H (19.418, -10.202, 11.658)
H (19.800, -10.043, 9.886)
O (18.193, -13.818, 16.596)
C (17.442, -14.744, 16.032)
O (17.188, -14.693, 14.780)
O (17.080, -15.642, 16.818)
H (18.100, -14.353, 17.388)